(1)
The following is a DFT calculation (ωB97M-V with the def2-TZVPD basis set) of a structure of composition C29H33CeN16O7S3.

Geometry as XYZ:
```
89
Properties=species:S:1:pos:R:3:forces:R:3
Ce -1.3575 0.7233 0.1462 0.900 1.273 1.352
C -2.6317 2.8204 3.0664 -0.038 0.082 0.169
N -1.5801 3.0283 2.0533 -0.017 -0.174 0.134
C -0.2814 3.1897 2.7054 0.127 -0.105 -0.068
C 0.2751 1.8710 3.2271 -0.139 0.273 -0.096
N 0.8484 1.0157 2.1644 0.114 -0.136 0.163
C 1.0759 -0.3231 2.7359 0.013 -0.016 0.111
C 2.0963 1.5805 1.6810 0.064 0.044 -0.286
C 3.2674 1.4252 2.4154 0.067 0.011 0.100
C 4.4821 1.9207 1.9670 0.065 -0.014 0.041
C 4.5289 2.5903 0.7503 -0.012 0.019 -0.003
C 3.3701 2.7721 0.0224 0.024 -0.031 0.051
C 2.1250 2.2854 0.4625 -0.053 0.085 0.103
S 0.7061 2.6388 -0.4704 0.243 0.312 -0.321
C -1.9657 4.1295 1.2144 -0.187 0.196 -0.246
C -1.4038 5.3936 1.3406 0.105 0.006 0.109
C -1.8285 6.4563 0.5546 -0.038 0.045 -0.007
C -2.8387 6.2587 -0.3736 0.007 0.058 0.004
C -3.4149 5.0061 -0.5083 0.151 0.082 0.077
C -3.0016 3.9228 0.2742 -0.067 -0.170 0.058
S -3.7982 2.3763 0.0899 -0.300 -0.274 0.189
H -2.6179 3.6416 3.8010 0.049 0.020 -0.043
H -2.4902 1.8738 3.5777 0.043 0.000 0.039
H -3.6016 2.7924 2.5790 0.006 -0.031 -0.032
H -0.3572 3.8903 3.5534 0.002 -0.013 -0.009
H 0.4159 3.6034 1.9772 -0.010 0.060 0.033
H -0.5075 1.2922 3.7132 0.029 -0.012 0.047
H 1.0559 2.1056 3.9677 0.006 -0.099 0.007
H 1.5472 -0.2748 3.7286 0.029 0.018 -0.031
H 1.7180 -0.9011 2.0732 -0.024 0.016 -0.036
H 0.1261 -0.8325 2.8563 -0.012 -0.010 0.020
H 3.2401 0.9102 3.3686 -0.038 -0.022 -0.035
H 5.3789 1.7861 2.5604 -0.009 -0.023 0.002
H 5.4714 2.9747 0.3757 -0.013 0.009 -0.012
H 3.3854 3.3059 -0.9193 0.023 -0.014 -0.008
H -0.6138 5.5709 2.0598 -0.012 -0.056 -0.004
H -1.3759 7.4330 0.6807 0.035 -0.016 -0.034
H -3.1742 7.0829 -0.9939 -0.013 -0.027 -0.018
H -4.2001 4.8370 -1.2335 0.011 -0.040 -0.015
N -3.9787 -2.0805 1.0215 0.003 -0.057 -0.051
C -3.2933 -1.5326 2.0724 0.166 0.279 0.353
N -3.4426 -1.9801 3.3138 -0.178 -0.193 -0.248
N -2.6541 -1.1900 4.0506 0.102 0.167 0.051
N -2.0713 -0.3197 3.3048 0.089 -0.067 0.092
N -2.4446 -0.4957 2.0120 -0.595 -0.795 0.480
C -3.7497 -1.7935 -0.2996 0.045 0.162 -0.396
N -4.3601 -2.4243 -1.2924 -0.098 -0.154 0.311
N -3.8802 -1.8438 -2.4020 0.108 0.108 -0.098
N -3.0377 -0.9231 -2.0961 -0.021 0.037 -0.209
N -2.9160 -0.8503 -0.7499 -0.861 -0.987 -0.172
H -4.4985 -2.9164 1.2179 -0.029 -0.008 -0.002
C 1.8840 -6.8000 1.7187 -0.012 0.125 -0.102
C 1.5417 -5.7507 0.6709 0.119 -0.102 0.042
N 1.1941 -4.4900 1.3215 0.063 -0.035 0.057
C 1.1099 -3.3187 0.5774 -0.680 0.119 0.407
S -0.3520 -2.5099 0.5233 0.018 -0.185 -0.088
N 2.2196 -2.8698 0.0085 0.536 0.004 -0.443
C 3.5770 -3.3489 0.2008 0.155 -0.044 -0.113
C 4.1717 -3.9341 -1.0791 -0.105 0.024 0.058
H 2.1393 -7.7468 1.2406 -0.025 -0.024 0.039
H 1.0330 -6.9616 2.3826 0.015 -0.055 0.015
H 2.7271 -6.4679 2.3252 0.013 -0.022 0.013
H 0.7125 -6.1071 0.0473 0.013 0.068 -0.032
H 2.3929 -5.5888 0.0132 -0.066 -0.039 0.019
H 0.3357 -4.5750 1.8490 -0.055 -0.003 -0.028
H 2.1248 -2.0798 -0.6158 -0.204 0.149 -0.016
H 3.5829 -4.0750 1.0132 -0.018 0.104 0.029
H 4.1841 -2.4929 0.5082 -0.010 -0.039 0.081
H 3.6309 -4.8263 -1.3984 0.029 0.020 -0.030
H 5.2207 -4.1980 -0.9303 -0.013 0.021 0.011
H 4.1009 -3.2050 -1.8844 0.035 0.034 -0.071
O -0.5253 -1.3634 -7.8767 -0.027 0.036 0.107
N -1.2218 -0.6050 -7.2106 -0.059 -0.077 -0.488
O -2.1871 -0.0124 -7.6711 0.070 0.003 0.093
C -0.8854 -0.4027 -5.8348 0.004 0.120 0.552
C 0.1907 -1.0678 -5.2795 0.156 -0.059 -0.004
C 0.5215 -0.8734 -3.9572 -1.010 0.437 -0.109
C -0.3030 -0.0799 -3.0388 0.202 -0.008 -0.068
O -0.1447 -0.0678 -1.8108 0.125 -0.423 -0.595
C -1.3185 0.6919 -3.7448 0.541 -0.508 -0.410
C -1.6040 0.5146 -5.0687 -0.108 -0.007 -0.070
N -2.0000 1.7580 -3.0796 -0.399 0.602 0.169
O -2.6809 2.5194 -3.7386 0.003 -0.046 -0.113
O -1.8398 1.9273 -1.8782 0.143 0.341 -0.984
N 1.7384 -1.4628 -3.5247 1.213 -0.005 0.005
O 2.2686 -2.3200 -4.2265 -0.245 -0.260 0.045
O 2.2966 -1.0127 -2.5361 -0.215 -0.104 0.368
H 0.8063 -1.7139 -5.8859 -0.029 -0.002 0.001
H -2.3894 1.0936 -5.5274 -0.036 0.023 0.040
```
Forces are in eV/Å.

Properties
Energy above the lowest of the compared OMol25 structures with the same formula, charge and spin ... 0.00 kcal/mol
Kohn-Sham gap (alpha / beta) ... 5.45 / 5.46 eV
Multiplicity ... 2
Total charge ... -2
HOMO level (alpha / beta) ... -2.049 / -2.053 eV
<S²> ... 0.751

Löwdin atomic charges, in units of e: 0.648 -0.087 -0.190 -0.202 -0.165 -0.171 -0.107 -0.273 -0.058 -0.127 -0.126 -0.130 -0.590 0.685 -0.293 -0.046 -0.120 -0.123 -0.123 -0.599 0.621 0.092 0.053 0.040 0.119 0.084 0.087 0.124 0.084 0.076 0.038 0.098 0.081 0.087 0.087 0.098 0.083 0.086 0.092 0.147 -0.485 0.016 -0.088 -0.099 -0.092 -0.474 0.021 -0.081 -0.040 -0.114 0.133 -0.094 -0.260 -0.037 -0.813 0.786 0.028 -0.226 -0.079 0.067 0.071 0.069 0.122 0.080 0.096 0.108 0.104 0.120 0.061 0.070 0.063 0.037 -0.368 0.051 -0.149 0.085 -0.047 -0.252 -0.156 -0.064 0.097 -0.272 0.098 -0.198 -0.337 0.036 0.065 0.128 0.133

(2)
The following is a DFT calculation (ωB97M-V with the def2-TZVPD basis set) of a structure of composition C29H33Cl3N2O2TeTi.

Geometry as XYZ:
```
71
Properties=species:S:1:pos:R:3:forces:R:3
Ti -1.4412 3.1648 -0.4554 0.719 0.401 -1.150
C 0.0466 4.2061 -1.8878 0.346 0.327 0.191
C 0.8296 3.7628 -0.7934 0.207 0.339 -0.168
C 0.4351 4.4910 0.3438 0.102 0.204 -0.194
C -0.5830 5.3964 -0.0470 0.291 0.014 -0.154
C -0.8262 5.2209 -1.4230 0.364 0.040 -0.010
H 0.1367 3.8601 -2.9026 -0.156 -0.163 -0.020
H 1.6170 3.0283 -0.8419 -0.137 -0.202 0.077
H 0.8688 4.4111 1.3278 -0.101 -0.135 0.084
H -1.0516 6.1360 0.5799 -0.176 -0.131 0.101
H -1.5332 5.7713 -2.0202 -0.144 -0.085 0.012
Cl -1.4523 -1.3172 2.4499 0.209 0.072 -0.001
C -3.4805 0.9009 0.8396 -0.087 0.140 0.256
Cl -4.7981 1.7421 1.5960 -0.185 0.167 0.083
Cl -4.0693 -0.5641 0.0858 0.213 0.111 0.020
C -2.2011 1.2468 0.9686 0.618 -0.419 0.213
N -1.7257 2.4134 1.5935 -0.815 0.164 0.031
C -2.3019 0.5516 -3.1785 0.053 -0.111 -0.056
C -1.8237 1.5563 -2.1661 -0.101 0.501 0.456
O -2.4948 2.7048 -2.1127 0.095 -0.473 -0.426
N -0.8683 1.3992 -1.3091 0.063 -0.398 -0.749
Te -0.8079 -0.6156 0.1248 -1.456 0.048 -0.147
C -0.2803 -2.8958 0.1656 0.252 -0.168 0.173
C 0.5636 -3.5751 1.0631 0.095 0.113 0.009
C 1.5443 -2.8425 1.9540 -0.035 0.007 -0.033
C 0.5324 -4.9656 1.1526 -0.034 0.008 -0.017
C -0.3238 -5.7301 0.3711 0.052 -0.028 0.039
C -0.3802 -7.2315 0.5078 0.017 0.029 -0.016
C -1.1205 -5.0653 -0.5460 -0.055 0.060 -0.066
C -1.1014 -3.6737 -0.6688 0.004 0.055 -0.072
C -1.9602 -3.0696 -1.7686 0.022 -0.048 0.101
C 1.2426 -0.1244 0.1467 -0.066 0.152 0.607
C 1.9619 -0.6362 -0.9316 0.076 0.245 -0.218
C 1.3469 -1.4112 -2.0706 -0.044 0.068 0.081
C 3.3275 -0.3651 -0.9884 0.000 -0.050 -0.106
C 3.9717 0.3823 -0.0186 0.074 0.025 0.047
C 5.4503 0.6580 -0.1034 -0.003 0.025 -0.001
C 3.2186 0.8815 1.0370 0.016 -0.014 0.017
C 1.8538 0.6395 1.1490 0.112 -0.159 -0.031
C 1.1156 1.1594 2.3471 0.011 0.009 0.074
H -2.6497 1.0670 -4.0741 0.031 -0.003 0.001
H -3.1420 -0.0157 -2.7725 0.003 0.030 0.034
H -1.4985 -0.1420 -3.4302 -0.048 -0.019 -0.015
H 1.0599 -2.0274 2.4935 0.020 -0.034 -0.078
H 2.3677 -2.4159 1.3723 -0.052 -0.016 0.015
H 1.9701 -3.5227 2.6950 0.010 -0.002 -0.040
H 1.1814 -5.4653 1.8685 -0.023 0.029 -0.018
H 0.1710 -7.5666 1.3878 -0.007 0.019 -0.014
H 0.0512 -7.7308 -0.3637 0.001 0.020 -0.001
H -1.4105 -7.5801 0.6037 0.004 0.011 0.001
H -1.7889 -5.6401 -1.1845 0.026 0.023 0.021
H -2.6326 -3.8230 -2.1830 0.036 -0.008 0.008
H -1.3423 -2.6961 -2.5906 0.017 -0.001 0.016
H -2.5728 -2.2346 -1.4306 -0.002 -0.036 0.026
H 0.3645 -1.0171 -2.3426 0.038 0.079 -0.005
H 1.2148 -2.4606 -1.8099 0.027 -0.058 0.029
H 1.9824 -1.3436 -2.9540 0.002 0.012 0.022
H 3.8918 -0.7460 -1.8347 0.012 0.009 0.033
H 5.9131 0.0898 -0.9106 -0.018 -0.001 0.009
H 5.9519 0.3924 0.8291 -0.005 -0.002 -0.004
H 5.6443 1.7175 -0.2865 -0.022 -0.009 0.004
H 3.7072 1.4677 1.8103 -0.013 -0.015 -0.023
H 1.7897 1.7147 3.0022 0.041 -0.041 -0.039
H 0.6694 0.3479 2.9271 0.028 0.001 -0.050
H 0.2965 1.8225 2.0709 -0.061 -0.002 -0.066
C -2.2881 4.5207 2.6651 0.072 0.209 0.058
C -2.4130 3.5918 1.5049 -0.378 -0.877 0.295
O -3.0997 3.9055 0.4738 -0.149 -0.045 0.724
H -3.0304 4.2060 3.4026 0.016 0.011 0.017
H -2.4948 5.5484 2.3723 -0.007 -0.018 -0.004
H -1.3019 4.4343 3.1180 -0.014 -0.008 0.012
```
Forces are in eV/Å.

Properties
Energy above the lowest of the compared OMol25 structures with the same formula, charge and spin ... 38.30 kcal/mol
Kohn-Sham gap (alpha / beta) ... 6.42 / 6.58 eV
Multiplicity ... 2
Total charge ... -1
HOMO level (alpha / beta) ... -3.920 / -4.087 eV
<S²> ... 0.754

Löwdin atomic charges, in units of e: 0.902 -0.181 -0.169 -0.159 -0.168 -0.160 0.113 0.104 0.106 0.103 0.113 0.069 -1.157 0.646 0.582 -0.558 -0.023 -0.022 -0.687 -0.168 -0.181 1.623 -0.331 -0.306 -0.073 -0.031 -0.285 -0.066 -0.036 -0.308 -0.095 -0.335 -0.292 -0.061 -0.020 -0.271 -0.056 -0.019 -0.285 -0.061 0.075 0.060 0.058 0.016 0.076 0.070 0.105 0.066 0.073 0.072 0.109 0.071 0.068 -0.009 0.035 0.078 0.083 0.113 0.069 0.076 0.079 0.117 0.078 0.039 0.042 -0.004 -0.650 -0.109 0.088 0.077 0.084

Maximum force (eV Å⁻¹)
2.06; 1.46